No. 1
DFT (wB97M-V/def2-TZVPD) results for a cluster of 2 separate species, C10H18N2O6 in total.

Results
**Spin multiplicity**: 1
**Structure (SMILES)**: [H]/N=C/COC(=O)NCC(=O)OC(C)=O.CC(C)O

Atoms and positions in Å:
H: 1.74 3.83 -0.53
N: 1.14 3.51 -1.29
C: -0.06 3.85 -1.09
C: -1.09 3.53 -2.13
O: -2.37 3.22 -1.57
C: -2.34 2.39 -0.48
O: -2.41 2.80 0.64
N: -2.25 1.02 -0.82
C: -0.91 0.47 -0.60
C: -0.90 -1.00 -1.02
O: -1.66 -1.81 -0.61
O: 0.02 -1.35 -1.97
C: 1.14 -0.56 -2.26
C: 2.12 -0.39 -1.14
O: 1.27 -0.14 -3.36
H: -0.40 4.38 -0.19
H: -0.74 2.73 -2.79
H: -1.25 4.43 -2.74
H: -2.53 0.91 -1.78
H: -0.13 1.04 -1.12
H: -0.69 0.49 0.47
H: 3.06 -0.85 -1.45
H: 1.81 -0.84 -0.20
H: 2.31 0.68 -1.02
C: 0.02 -2.26 3.60
C: 0.46 -2.24 2.15
C: 0.23 -3.56 1.45
O: 1.83 -1.83 2.04
H: 0.59 -3.01 4.15
H: 0.19 -1.29 4.07
H: -1.04 -2.51 3.68
H: -0.09 -1.45 1.62
H: 0.79 -4.36 1.94
H: 0.55 -3.51 0.41
H: -0.83 -3.82 1.46
H: 2.37 -2.49 2.49

Atom charges from the natural (NBO) analysis, given in e for atoms 1 to 2: number 1, H, carries 0.345; number 2, N, carries -0.606

***

No. 2
DFT (wB97M-V/def2-TZVPD) results for the molecule C3H3ClFNS in a non-equilibrium geometry.

Results
**Spin multiplicity**: 1
**Structure (SMILES)**: F/C(Cl)=C/C=N/S

Atoms and positions in Å:
F: -1.68 -0.26 -2.55
C: -0.96 0.08 -1.48
Cl: -0.87 1.80 -1.31
C: -0.37 -0.85 -0.73
C: 0.36 -0.64 0.49
N: 0.57 0.53 0.91
S: 1.43 0.75 2.35
H: -0.54 -1.92 -0.95
H: 0.78 -1.57 0.94
H: 1.28 2.08 2.33

Atom charges from the natural (NBO) analysis, given in e for atoms 1 to 2: number 1, F, carries -0.308; number 2, C, carries 0.406

***

No. 3
DFT (wB97M-V/def2-TZVPD) results for the molecule C26H33N3O3.

Results
**Spin multiplicity**: 1
**Structure (SMILES)**: COc1ccc2cc(/C=C/C(=O)N3CCN(CC(=O)N4CCCCCC4)CC3)ccc2c1

Atoms and positions in Å:
C: -9.91 -3.16 0.42
O: -9.61 -1.93 -0.18
C: -8.36 -1.41 -0.04
C: -7.32 -2.03 0.69
C: -6.09 -1.43 0.78
C: -5.83 -0.20 0.16
C: -4.57 0.42 0.24
C: -4.32 1.63 -0.38
C: -3.04 2.30 -0.33
C: -1.97 1.96 0.40
C: -0.75 2.78 0.35
O: -0.77 3.95 0.00
N: 0.42 2.19 0.76
C: 1.64 2.97 0.71
C: 2.51 2.53 -0.46
N: 2.80 1.11 -0.34
C: 3.72 0.64 -1.36
C: 4.12 -0.82 -1.15
O: 3.87 -1.66 -2.00
N: 4.73 -1.14 0.00
C: 5.12 -0.20 1.03
C: 6.57 0.27 0.89
C: 7.58 -0.87 0.79
C: 7.47 -1.65 -0.53
C: 6.49 -2.83 -0.50
C: 5.16 -2.51 0.19
C: 1.56 0.35 -0.35
C: 0.69 0.78 0.83
C: -5.37 2.24 -1.11
C: -6.60 1.66 -1.20
C: -6.87 0.43 -0.58
C: -8.12 -0.20 -0.66
H: -9.28 -3.97 0.03
H: -10.95 -3.36 0.17
H: -9.81 -3.11 1.51
H: -7.49 -2.97 1.18
H: -5.31 -1.92 1.34
H: -3.79 -0.08 0.80
H: -2.94 3.19 -0.95
H: -1.99 1.11 1.07
H: 2.18 2.81 1.65
H: 1.37 4.02 0.61
H: 1.98 2.75 -1.41
H: 3.45 3.08 -0.45
H: 4.61 1.27 -1.34
H: 3.28 0.70 -2.37
H: 5.00 -0.70 2.00
H: 4.44 0.65 1.00
H: 6.66 0.90 -0.01
H: 6.81 0.90 1.75
H: 8.58 -0.44 0.85
H: 7.46 -1.55 1.63
H: 7.16 -0.96 -1.32
H: 8.45 -2.03 -0.81
H: 6.30 -3.13 -1.52
H: 6.95 -3.67 0.02
H: 4.38 -3.16 -0.22
H: 5.23 -2.69 1.26
H: 1.79 -0.71 -0.27
H: 0.99 0.51 -1.29
H: -0.23 0.20 0.83
H: 1.23 0.58 1.76
H: -5.17 3.19 -1.60
H: -7.39 2.14 -1.76
H: -8.92 0.27 -1.21

Atom charges from the natural (NBO) analysis, given in e for atoms 1 to 2: number 1, C, carries -0.253; number 2, O, carries -0.490

***

Number 1: HOMO-LUMO gap 0.4055 Eh, electronic energy -25926.2837 eV. Number 2: HOMO-LUMO gap 0.3271 Eh, electronic energy -30723.1745 eV. Number 3: HOMO-LUMO gap 0.2856 Eh, electronic energy -38110.8404 eV.